[1]
C13H24F3InO5 | wB97M-V/def2-TZVPD

```
46
Properties=species:S:1:pos:R:3:forces:R:3
In -0.846 0.754 -0.269 0.34 -0.75 -0.24
C 0.513 2.471 2.977 -2.96 -2.50 -2.73
O -0.209 1.311 3.295 0.52 0.35 0.82
O 0.453 2.513 1.641 1.61 0.82 1.09
C -0.090 3.673 3.777 0.67 1.90 2.03
F 0.303 3.536 5.062 -0.19 -0.40 -0.45
F 0.429 4.829 3.381 -0.44 -0.65 -0.72
F -1.407 3.687 3.754 0.33 -0.11 -0.56
C -0.165 0.766 4.611 -0.15 -1.47 1.45
C -0.940 -0.536 4.656 -0.28 -0.01 -0.43
H -0.357 -1.377 4.284 -0.12 0.05 -0.21
H -1.226 -0.785 5.677 0.13 0.19 0.07
H -1.869 -0.415 4.095 0.02 -0.21 -0.03
H -0.616 1.426 5.358 0.18 0.47 -0.38
H 0.848 0.509 4.938 0.19 0.58 -0.23
H 1.557 2.270 3.314 0.54 0.54 -0.23
C 3.411 2.551 -1.333 -0.25 0.39 0.11
C 3.146 1.167 -0.823 -0.48 0.51 -0.54
O 2.036 0.881 -0.403 -0.20 -0.60 0.44
C 4.277 0.197 -0.857 0.37 -0.03 0.06
H 3.968 2.573 -2.268 0.16 -0.15 0.10
H 3.979 3.084 -0.565 0.17 -0.02 -0.10
H 2.470 3.082 -1.462 0.00 -0.04 -0.01
H 4.655 0.110 -1.878 -0.12 0.08 -0.06
H 4.051 -0.792 -0.472 -0.15 0.12 0.18
H 5.089 0.668 -0.295 0.06 -0.17 0.08
C -4.854 -1.448 -1.410 0.14 -0.95 0.05
C -3.651 -1.003 -2.185 -0.70 0.41 -0.26
O -2.532 -1.003 -1.688 0.34 0.64 0.35
C -3.885 -0.563 -3.607 0.77 0.28 0.29
H -4.527 -2.184 -0.675 -0.07 0.12 0.12
H -5.555 -1.946 -2.081 -0.10 0.14 0.02
H -5.395 -0.657 -0.891 0.19 0.25 -0.15
H -4.322 -1.368 -4.195 -0.08 0.05 -0.02
H -2.933 -0.238 -4.026 -0.04 -0.19 -0.18
H -4.545 0.306 -3.631 -0.28 -0.18 0.08
C -0.279 -3.107 -3.037 -0.35 0.80 -0.31
C 0.674 -2.425 -2.095 0.54 -1.51 0.32
O 0.343 -1.787 -1.112 -0.25 0.98 0.04
C 2.133 -2.718 -2.359 0.02 1.00 -0.11
H 0.231 -3.518 -3.905 0.07 -0.17 0.13
H -1.003 -2.375 -3.403 -0.08 -0.05 0.12
H -0.841 -3.881 -2.514 0.10 -0.03 0.09
H 2.335 -2.217 -3.313 0.18 -0.29 -0.13
H 2.378 -3.774 -2.454 -0.26 -0.05 -0.08
H 2.771 -2.247 -1.616 -0.09 -0.13 0.16
```
Positions in Å, forces in eV/Å.

Its charge is +2. For the LUMO energy, the calculation gives -12.38 eV. As for the multiplicity: 1. For the HOMO energy, the calculation gives -15.4 eV. Its frontier orbital gap is 0.1096 hartree.


[2]
H2INO3P | wB97M-V/def2-TZVPD

```
8
Properties=species:S:1:pos:R:3:forces:R:3
N 0.466 0.023 0.142 1.26 -1.79 1.70
O 0.519 -1.152 2.481 0.02 -1.67 0.93
O -1.423 0.410 1.657 -0.24 -0.22 0.81
O 0.945 1.446 2.208 -1.73 -2.24 0.32
P 0.242 0.123 1.841 1.83 5.02 -1.43
I -2.554 0.373 3.278 0.28 0.05 -0.28
H 0.683 -1.003 0.031 -1.27 1.67 -1.07
H -0.264 0.577 -0.270 -0.16 -0.83 -0.98
```
Positions in Å, forces in eV/Å.

Its charge is -1. For the LUMO energy, the calculation gives 2.62 eV. As for the multiplicity: 1. For the HOMO energy, the calculation gives -4.7 eV. Its frontier orbital gap is 0.2703 hartree.


[3]
C5H10O | wB97M-V/def2-TZVPD

```
16
Properties=species:S:1:pos:R:3:forces:R:3
O 2.084 0.829 -0.313 0.17 0.26 0.10
C 2.003 -0.570 -0.164 -0.21 -0.28 0.04
C 0.558 -0.878 -0.476 -0.23 0.15 0.01
C -0.474 0.011 0.302 -0.23 -0.65 0.11
C -1.818 -0.002 -0.349 -0.34 -0.26 -0.01
C -1.362 1.313 0.162 0.29 -0.07 -0.12
H 1.156 1.073 -0.115 0.81 0.62 -0.11
H 2.306 -0.896 0.847 -0.16 0.16 -0.15
H 2.632 -1.125 -0.878 0.08 0.51 0.12
H 0.333 -1.932 -0.241 -0.22 0.38 0.02
H 0.437 -0.767 -1.562 -0.15 0.12 0.24
H -0.422 -0.196 1.370 -0.25 -0.37 -0.17
H -1.740 -0.094 -1.433 -0.16 -0.21 0.26
H -2.606 -0.574 0.113 -0.36 0.23 -0.02
H -1.217 2.157 -0.512 0.25 -0.41 -0.05
H -1.847 1.618 1.101 0.71 -0.16 -0.29
```
Positions in Å, forces in eV/Å.

For the LUMO energy, the calculation gives 1.12 eV. As for the multiplicity: 1. For the HOMO energy, the calculation gives -10.0 eV. The SMILES is OCCC1CC1. Its frontier orbital gap is 0.4080 hartree.


[4]
C29H47BrN4Tc | wB97M-V/def2-TZVPD

```
82
Properties=species:S:1:pos:R:3:forces:R:3
Tc -1.999 0.631 0.330 -0.83 0.71 0.56
C -5.181 3.281 0.234 -0.78 0.90 -0.45
C -3.187 2.290 0.474 1.85 -2.28 -1.28
N -4.537 2.154 0.655 -0.36 0.12 0.36
H -4.368 5.149 -0.579 -0.05 -0.11 0.13
N -3.019 3.584 0.035 -0.15 0.08 0.23
H -6.252 3.391 0.238 0.09 0.08 0.01
C -1.630 0.695 -1.689 -1.12 0.45 1.06
C -0.308 0.581 -2.139 -0.35 0.06 -0.86
C -0.045 0.705 -3.505 0.01 -0.09 0.27
C -1.087 0.893 -4.415 0.11 0.06 -0.03
C -2.400 0.976 -3.956 -0.36 -0.10 0.37
C -2.689 0.890 -2.592 0.94 -0.20 -1.18
H 0.484 0.386 -1.418 -0.02 0.12 -0.18
H 0.980 0.646 -3.875 -0.14 -0.01 0.03
H -3.209 1.116 -4.676 0.11 0.01 0.01
H -3.716 0.967 -2.239 0.19 0.12 -0.07
C -0.808 0.966 -5.887 0.07 -0.05 -0.21
H -1.638 1.453 -6.407 0.12 0.00 -0.05
H -0.689 -0.036 -6.320 0.01 0.12 -0.01
H 0.114 1.521 -6.089 -0.10 -0.03 -0.06
C -5.176 0.896 1.073 0.32 0.53 -0.24
C -6.661 1.158 1.331 -0.22 -0.16 0.19
C -5.066 -0.143 -0.027 -0.31 -0.65 -0.33
H -7.194 1.442 0.415 0.13 -0.02 0.16
H -7.112 0.228 1.698 0.07 0.17 -0.08
H -6.815 1.927 2.096 0.06 -0.05 -0.14
H -5.131 -0.414 2.742 0.15 0.06 0.06
H -4.546 1.228 3.100 0.07 -0.12 -0.06
H -4.043 -0.493 -0.266 -0.07 0.38 0.25
C -4.527 0.420 2.359 -0.13 -0.38 0.59
H -5.523 0.240 -0.947 0.05 -0.07 0.07
H -5.628 -1.030 0.296 0.01 0.04 -0.13
H -3.492 0.051 2.270 -0.27 0.21 -0.20
C -4.241 4.159 -0.172 -0.99 0.50 0.04
C -1.598 4.191 -1.858 0.29 -0.19 -0.22
H -2.446 4.640 -2.386 0.07 -0.01 0.08
H -0.680 4.730 -2.130 -0.16 -0.06 -0.05
C -1.776 4.262 -0.343 -0.16 -0.12 -0.25
H 0.280 4.238 0.164 -0.06 0.01 0.10
C -1.872 5.733 0.067 0.20 0.25 0.18
H -2.124 5.835 1.129 -0.01 -0.03 -0.13
H -1.496 3.148 -2.180 -0.03 0.24 0.05
H -0.363 2.623 -0.065 -0.27 0.30 0.32
H -2.605 6.287 -0.532 0.12 -0.09 0.13
H -0.891 6.200 -0.094 -0.22 -0.06 0.01
C -0.603 3.612 0.352 0.79 0.06 -0.15
H -0.757 3.539 1.431 0.02 -0.16 -0.15
C 4.973 -4.725 1.194 0.52 0.02 -0.01
N 3.739 -4.125 1.349 0.69 0.18 -0.24
H 6.929 -3.779 0.887 0.06 0.03 0.01
N 5.153 -2.544 1.107 -0.15 -0.84 -0.10
H 5.137 -5.785 1.195 0.00 -0.04 0.02
C 2.457 -4.790 1.578 -0.06 0.64 -0.10
C 2.640 -6.290 1.564 -0.16 -0.31 0.03
C 1.910 -4.308 2.913 -0.24 -0.18 0.38
H 3.307 -6.621 2.369 -0.07 0.01 -0.18
H 1.661 -6.755 1.726 0.15 0.01 -0.02
H 3.024 -6.639 0.598 -0.01 0.02 0.19
H 0.530 -4.785 0.656 0.02 0.09 -0.12
H 1.877 -4.635 -0.500 -0.04 0.08 0.09
H 1.799 -3.218 2.915 0.08 -0.24 -0.05
C 1.509 -4.324 0.485 -0.43 -0.22 -0.26
H 2.570 -4.609 3.735 -0.05 0.07 -0.08
H 0.927 -4.767 3.070 0.08 0.09 0.09
H 1.402 -3.234 0.506 0.07 -0.25 0.00
C 5.869 -3.722 1.039 0.03 -0.45 0.11
C 5.347 -0.459 2.311 0.20 0.30 0.32
H 5.845 -0.928 3.167 -0.09 0.04 -0.09
H 5.695 0.578 2.231 -0.05 -0.10 0.10
C 5.693 -1.185 1.020 -0.49 0.04 -0.05
H 5.333 0.547 -0.180 -0.08 -0.08 -0.09
C 7.189 -1.224 0.798 0.22 0.17 -0.02
H 7.446 -1.732 -0.139 0.03 0.03 0.18
H 4.264 -0.461 2.474 0.18 -0.05 -0.04
H 3.896 -0.489 0.043 0.20 -0.04 -0.03
H 7.711 -1.705 1.634 -0.02 0.02 -0.18
H 7.553 -0.192 0.728 -0.01 -0.18 0.01
C 4.977 -0.489 -0.125 0.08 0.37 -0.37
H 5.198 -0.986 -1.076 -0.07 0.06 0.10
C 3.833 -2.783 1.263 -0.48 0.67 0.41
Br -0.121 0.218 1.763 1.24 -0.49 1.24
```
Positions in Å, forces in eV/Å.

Its charge is -2. For the LUMO energy (spin up / spin down), the calculation gives 3.91 / 3.90 eV. As for the multiplicity: 4. For the HOMO energy (spin up / spin down), the calculation gives 2.7 / -0.2 eV. Its frontier orbital gap (spin up / spin down) is 0.0451 / 0.1492 hartree.


| no. | electronic energy (eV) |
| --- | --- |
| 1 | -37412.50326 |
| 2 | -25058.00419 |
| 3 | -7392.64840 |
| 4 | -109033.29106 |